Entry from the Open Molecules 2025 dataset: a structure of composition C37H29F11N8O3RuS2 at a distorted geometry (ωB97M-V with the def2-TZVPD basis set).

The geometry in XYZ format:
```
91
Properties=species:S:1:pos:R:3:forces:R:3
Ru -2.0590 0.6818 2.3767 -0.594 0.682 -0.787
C -2.2835 0.3160 5.4444 0.017 -0.127 -0.112
N -1.9936 1.3674 4.4743 0.166 0.472 -0.208
C -3.0345 2.4224 4.4277 0.177 -0.212 0.132
C -4.3164 1.8298 3.8810 0.073 -0.093 -0.233
N -4.0436 1.2152 2.5813 -0.474 -0.264 0.325
C -5.1043 0.9666 1.7535 0.438 0.006 0.180
C -4.9289 0.7645 0.3425 0.135 -0.024 -0.235
F -3.8576 3.0347 0.4635 -0.374 0.437 0.238
C -6.0383 0.8155 -0.4810 0.068 -0.045 -0.181
F -5.9460 0.8174 -1.8182 -0.046 0.000 0.078
C -7.3333 0.8948 0.0045 -0.107 0.011 -0.183
F -8.3874 0.9364 -0.8376 0.031 -0.019 0.036
C -7.5181 0.9220 1.3577 -0.075 0.011 0.202
F -8.7642 0.9219 1.8650 0.007 0.014 0.045
C -6.4298 0.9406 2.2083 -0.215 -0.011 0.068
F -6.7300 0.8712 3.5361 -0.006 0.017 -0.003
C -0.6256 1.8845 4.6650 -0.091 -0.163 0.035
C 0.4378 0.9405 4.0696 -0.120 -0.179 -0.105
N -0.1081 0.0899 2.9949 -0.163 -0.198 -0.249
C 0.7528 -0.6619 2.2460 -0.368 -0.085 0.347
C 0.3085 -1.9067 1.7195 -0.043 -0.153 0.033
F -0.8265 -2.4485 2.1720 0.020 0.125 0.012
C 1.0290 -2.6640 0.8241 -0.176 -0.058 0.068
F 0.5281 -3.8169 0.3520 0.034 0.029 -0.007
C 2.2973 -2.2778 0.4328 -0.009 -0.020 0.176
F 2.9872 -2.9925 -0.4870 0.178 -0.189 0.286
C 2.8225 -1.1467 1.0002 0.138 0.062 0.324
F 4.0572 -0.7384 0.6400 0.090 -0.126 0.200
C 2.0867 -0.3824 1.9000 0.273 0.038 -0.153
F 2.7190 0.7160 2.3630 0.060 -0.062 0.161
H -2.3201 0.7349 6.4584 -0.009 0.005 0.030
H -1.4966 -0.4367 5.3916 -0.024 0.022 0.004
H -3.2304 -0.1655 5.2151 -0.007 -0.032 0.003
H -2.6580 3.1999 3.7653 0.019 0.053 -0.037
H -3.2119 2.8487 5.4248 0.041 -0.001 0.067
H -5.0541 2.6338 3.7911 -0.022 0.031 -0.040
H -4.7216 1.1231 4.6126 -0.048 0.023 0.015
H -0.4223 2.0455 5.7324 -0.029 -0.048 0.041
H -0.5731 2.8356 4.1518 0.029 0.077 -0.054
H 0.8483 0.2867 4.8516 0.009 -0.002 0.039
H 1.2480 1.5885 3.7399 0.054 0.019 -0.045
S -2.8157 -0.8410 0.8281 0.398 0.154 0.261
C -3.5231 0.5350 -0.2013 0.023 -0.330 -0.427
S -2.5547 2.0668 0.2896 0.161 -0.775 0.771
C -3.3200 0.1953 -1.6775 -0.007 0.021 0.095
C -3.8827 -0.9843 -2.2173 0.113 0.215 0.184
N -4.3432 -1.9517 -2.6692 0.075 0.115 0.066
C -2.4046 0.8784 -2.4874 -0.006 0.240 -0.058
N -1.6423 1.4428 -3.1731 -0.209 -0.298 0.257
C 4.4300 2.9229 -2.2685 -0.044 0.007 -0.066
C 4.4212 2.0301 -1.0377 -0.183 -0.107 0.166
N 3.0695 1.6056 -0.6719 0.256 -0.003 -0.465
C 2.3572 2.3818 0.1799 -0.150 0.228 0.168
C 1.0410 2.2559 0.4886 0.064 0.092 -0.258
C 0.5193 3.1606 1.6315 0.178 -0.263 -0.189
O 1.3349 4.0128 2.0236 -0.249 0.006 0.112
O -0.6284 2.9056 2.0734 0.280 0.352 -0.077
C 0.3185 1.2251 -0.2055 0.654 -0.274 0.171
O -0.8572 0.9107 -0.0724 0.022 -0.137 -0.592
C 1.1039 0.3325 -1.0936 -0.215 0.682 0.316
C 0.4358 -0.7424 -1.6545 -0.418 -0.271 -0.149
C 1.1315 -1.5996 -2.4478 0.122 0.136 -0.226
F 0.4887 -2.6313 -3.0491 -0.016 -0.046 -0.031
C 2.4971 -1.4281 -2.6883 -0.393 -0.353 -0.274
C 3.1536 -0.3551 -2.1476 0.152 0.513 0.289
C 2.4559 0.5458 -1.3224 0.245 0.076 -0.390
N 3.2412 -2.3572 -3.4910 0.057 -0.001 -0.187
C 3.3506 -1.9555 -4.8841 -0.205 -0.127 0.154
C 4.4500 -2.7514 -5.5480 0.023 -0.175 0.010
N 4.1126 -4.2185 -5.4010 0.020 0.137 0.140
C 4.0011 -4.5996 -3.9381 0.011 0.034 -0.116
C 2.8881 -3.7631 -3.3532 0.123 0.100 0.049
H 5.4519 3.2026 -2.5344 -0.029 -0.011 0.011
H 3.8589 3.8334 -2.0817 0.016 -0.025 -0.002
H 3.9732 2.4138 -3.1203 0.029 0.013 0.024
H 4.8291 2.5531 -0.1759 0.018 0.054 0.039
H 5.0405 1.1483 -1.1845 0.039 -0.050 0.037
H 2.9152 3.1522 0.7008 -0.037 0.014 -0.037
H -0.6261 -0.8841 -1.4531 0.106 0.071 -0.041
H 4.2198 -0.2720 -2.3173 -0.070 -0.008 0.025
H 3.5983 -0.8984 -4.9453 -0.002 0.047 0.043
H 2.4019 -2.1011 -5.4303 -0.007 0.026 -0.038
H 5.3964 -2.6020 -5.0330 0.044 -0.009 -0.023
H 4.5564 -2.5324 -6.6080 -0.045 -0.013 -0.033
H 4.7821 -4.8043 -5.8935 0.078 -0.008 0.017
H 3.1958 -4.3742 -5.8257 -0.026 -0.037 -0.056
H 4.9616 -4.3762 -3.4784 0.022 -0.008 -0.016
H 3.7920 -5.6656 -3.8872 -0.023 -0.028 -0.024
H 2.7711 -4.0066 -2.2981 -0.027 0.017 -0.119
H 1.9464 -4.0231 -3.8551 -0.024 -0.020 -0.026
```
Forces are in eV/Å.

## Properties
- HOMO-LUMO gap (alpha / beta) (eV) = 2.76 / 2.75
- HOMO level (alpha / beta) (eV) = -2.95 / -2.94
- 2S+1 = 2
- charge = -1